ORCA calculation (ωB97M-V/def2-TZVPD) on 9 unconnected molecules or ions with the total composition C5H27NO10 at a distorted geometry.

Geometry as XYZ:
```
43
Properties=species:S:1:pos:R:3
C -1.07247 2.39088 1.36017
C -0.23003 2.08571 0.16698
C 0.90556 0.97085 0.54521
C 0.41010 -0.03110 1.53686
O 1.33049 -1.10471 1.78597
N -1.01307 1.67171 -1.01536
C -0.55947 0.78704 -1.99975
O -1.06048 0.93066 -3.10494
H -1.92422 1.73106 1.53684
H -1.39663 3.44245 1.40255
H -0.49796 2.20556 2.30585
H 0.50175 2.81025 -0.10967
H 1.79195 1.52395 0.95930
H 1.19895 0.58513 -0.42458
H 0.37370 0.39888 2.56507
H -0.59474 -0.42088 1.30098
H 1.27702 -1.72807 1.00928
H -1.94420 2.00241 -1.21114
H 0.30967 0.18562 -1.77848
O 3.66673 0.29812 0.92755
H 4.54345 -0.07655 1.09745
H 3.02723 -0.41485 1.08731
O -0.98172 -4.05652 -2.21341
H -1.20648 -3.33373 -2.80896
H -1.02861 -3.64924 -1.33984
O -1.68550 -1.78915 2.84672
H -0.90912 -1.62413 3.37994
H -1.52852 -2.27785 2.01465
O 0.43722 3.96314 -1.97442
H 1.22687 3.44071 -2.15455
H -0.34665 3.60415 -2.39741
O -1.85105 -2.91435 0.48760
H -1.49885 -3.78538 0.29755
H -2.81184 -2.89308 0.53110
O 2.59811 0.62927 -2.15898
H 2.98682 0.75051 -3.02894
H 3.16881 1.02555 -1.48926
O -3.79130 1.00378 0.32610
H -3.65835 0.54118 -0.50719
H -3.55171 0.47564 1.09065
O 1.40828 -2.93870 -0.31754
H 2.29627 -2.59593 -0.51608
H 1.68402 -3.81997 -0.01117
```

Calculated values
Total energy = -27586.9790 eV
E_HOMO = -9.0 eV
Energy relative to the best compared isomer or geometry (same formula, charge and spin) = 103.9 kcal per mole
SMILES string = C[C@@H](CCO)NC=O.O.O.O.O.O.O.O.O
Net charge = 0
2S+1 = 1
Gap between HOMO and LUMO = 8.82 eV

***

ORCA calculation (ωB97M-V/def2-TZVPD) on 2 unconnected molecules or ions with the total composition C2H4Cl4.

Geometry as XYZ:
```
10
Properties=species:S:1:pos:R:3
Cl 0.27441 1.00195 -0.32776
C -0.19979 1.91203 -1.76120
Cl 0.13034 3.64416 -1.57711
H 0.33857 1.58605 -2.64206
H -1.27149 1.82560 -1.89468
Cl -0.47226 -1.85768 3.22379
C 0.05576 -2.04788 1.55209
Cl 1.76163 -1.56942 1.31052
H -0.04345 -3.06700 1.19414
H -0.57373 -1.42781 0.92227
```

Calculated values
Total energy = -52228.4693 eV
E_HOMO = -10.9 eV
Energy relative to the best compared isomer or geometry (same formula, charge and spin) = 2.6 kcal per mole
SMILES string = ClCCl.ClCCl
Net charge = 0
2S+1 = 1
Gap between HOMO and LUMO = 11.71 eV

***

ORCA calculation (ωB97M-V/def2-TZVPD) on 2 unconnected molecules or ions with the total composition C6H10O.

Geometry as XYZ:
```
17
Properties=species:S:1:pos:R:3
C -2.32622 -0.44520 0.66605
C -0.87932 -0.17689 0.43802
C 0.16411 -0.39136 1.28350
C 1.38314 0.22759 0.82838
C 1.12314 0.52239 -0.62289
C -0.40136 0.45143 -0.85078
O -0.87143 -0.22982 -1.99748
H -2.77735 -0.85322 -0.24429
H -2.84529 0.49752 0.88322
H -2.49192 -1.12656 1.50466
H 0.05860 -0.85620 2.26241
H 4.53357 0.29981 0.36719
H 3.83768 0.31834 0.64527
H 1.57824 1.46464 -0.94776
H 1.63994 -0.26593 -1.19267
H -0.80313 1.46772 -0.94192
H -0.46783 -1.10844 -1.99906
```

Calculated values
Total energy = -8427.1848 eV
E_HOMO = -8.2 eV
Energy relative to the best compared isomer or geometry (same formula, charge and spin) = 93.5 kcal per mole
Net charge = 0
2S+1 = 1
Gap between HOMO and LUMO = 7.73 eV

***

ORCA calculation (ωB97M-V/def2-TZVPD) on a molecular structure, CH2Cl3P at a distorted geometry.

Geometry as XYZ:
```
7
Properties=species:S:1:pos:R:3
C 1.24638 0.16948 0.02738
P -0.37857 0.23544 -0.02713
Cl -1.10141 0.94432 1.63768
Cl -1.22255 1.10646 -1.53995
Cl -2.04783 -1.89570 -0.21778
H 1.79706 -0.31414 -0.79732
H 1.70691 -0.24585 0.91712
```

Calculated values
Total energy = -47924.7427 eV
E_HOMO = -9.6 eV
Energy relative to the best compared isomer or geometry (same formula, charge and spin) = 19.0 kcal per mole
Net charge = 0
2S+1 = 1
Gap between HOMO and LUMO = 8.02 eV

***

Q: Which value of gap between HOMO and LUMO does entry 4 give?
A: 8.02 eV